Below is a structure of composition C2H6AlFO, with properties calculated with ωB97M-V/def2-TZVPD.

* net charge: +2
* total energy: -496.304685 Eh
* relative energy (zero: lowest compared OMol25 entry of this formula, charge and spin): 338.9 kJ/mol
* F_max: 3.36 eV Å⁻¹

Geometry (Å):
Al (2.863, -2.021, 0.874)
F (0.182, -2.936, 1.280)
C (-0.760, 1.076, -0.838)
C (-0.350, -0.097, 0.038)
O (0.980, 0.225, 0.499)
H (-1.346, 0.703, -1.693)
H (0.067, 1.591, -1.335)
H (-1.289, 1.813, -0.236)
H (-0.211, -1.053, -0.466)
H (-1.076, -0.337, 0.828)
H (0.941, 1.036, 1.050)

Force components x, y, z for each atom (eV/Å):
Al -2.0 -0.3 0.4
F 1.7 0.7 -0.4
C -0.1 2.3 -0.6
C 1.4 -3.0 0.6
O -0.9 0.2 -0.5
H -0.2 -0.6 0.2
H 0.2 -0.1 0.1
H -0.1 -0.1 -0.1
H -0.1 0.3 -0.5
H 0.0 0.7 0.4
H 0.2 -0.1 0.2



Below is a cluster of 2 separate species, C3H5OP in total, with properties calculated with ωB97M-V/def2-TZVPD.

* structure (SMILES): C1=CC1.O=P
* total energy: -533.748415 Eh
* relative energy (zero: lowest compared OMol25 entry of this formula, charge and spin): 288.8 kJ/mol
* F_max: 2.42 eV Å⁻¹

Geometry (Å):
C (0.147, -0.185, 0.042)
C (1.206, -0.271, 0.743)
C (0.616, -1.605, 0.177)
H (-0.443, 0.669, -0.334)
H (1.828, 0.293, 1.451)
H (0.019, -2.232, 0.888)
H (1.179, -2.150, -0.543)
O (-2.866, 0.677, 0.057)
P (-3.264, -0.416, -0.829)
H (-2.609, 0.014, -2.184)

Force components x, y, z for each atom (eV/Å):
C -0.3 1.9 -1.3
C 0.4 -0.8 1.2
C -0.6 0.8 2.2
H -0.1 -1.3 0.0
H -0.1 -0.7 -0.6
H 0.6 0.3 -0.7
H 0.2 -0.2 -0.8
O 0.0 0.6 0.7
P 0.5 0.0 -1.8
H -0.6 -0.6 1.1



Below is the molecule C6H7NO2, with properties calculated with ωB97M-V/def2-TZVPD.

* structure (SMILES): CC(=O)Nc1ccco1
* total energy: -437.988726 Eh
* relative energy (zero: lowest compared OMol25 entry of this formula, charge and spin): 207.6 kJ/mol
* F_max: 6.97 eV Å⁻¹

Geometry (Å):
C (2.990, -0.174, 0.028)
C (1.686, 0.379, -0.106)
O (1.430, 1.600, -0.204)
N (0.586, -0.488, 0.144)
C (-0.684, -0.176, 0.061)
C (-1.783, -0.944, -0.131)
C (-2.941, -0.103, -0.173)
C (-2.418, 1.213, 0.049)
O (-1.101, 1.121, 0.194)
H (3.032, -0.944, -0.868)
H (3.194, -0.635, 1.144)
H (3.678, 0.704, -0.177)
H (0.735, -1.466, 0.036)
H (-1.722, -1.892, 0.020)
H (-3.889, -0.371, -0.197)
H (-2.791, 2.175, 0.180)

Force components x, y, z for each atom (eV/Å):
C 3.0 -1.8 0.0
C -4.7 3.8 1.6
O 1.3 -2.8 -0.4
N 4.4 -0.1 -0.2
C -4.8 2.6 -0.3
C -0.5 5.0 -0.4
C 5.6 4.0 1.2
C -1.2 -4.7 -0.7
O 2.0 -0.1 -0.1
H 0.6 1.0 2.1
H -0.5 0.9 -3.1
H -0.5 -1.4 0.3
H 0.4 -0.6 0.1
H -0.1 -6.1 0.2
H -4.2 -1.1 -0.3
H -0.8 1.2 0.0



Below is a structure of composition C3HNO, with properties calculated with ωB97M-V/def2-TZVPD.

* total energy: -244.633960 Eh
* relative energy (zero: lowest compared OMol25 entry of this formula, charge and spin): 596.1 kJ/mol
* F_max: 3.88 eV Å⁻¹

Geometry (Å):
C (0.708, 0.037, -0.653)
C (0.111, -0.954, 0.469)
C (-0.318, 0.776, -0.411)
N (-0.884, -0.502, 1.194)
O (-1.187, 0.696, 0.670)
H (1.569, -0.053, -1.270)

Force components x, y, z for each atom (eV/Å):
C -1.5 -2.5 2.5
C 0.4 1.4 -0.4
C -1.2 2.6 0.7
N 1.7 -2.4 -0.1
O 0.6 1.1 -2.5
H 0.0 -0.1 -0.3



Below is a structure of composition C38H31AsNO2OsS, with properties calculated with ωB97M-V/def2-TZVPD.

* spin multiplicity: 5
* ⟨S²⟩: 6.04
* net charge: +1
* total energy: -4396.283780 Eh
* relative energy (zero: lowest compared OMol25 entry of this formula, charge and spin): 0.0 kJ/mol
* F_max: 0.61 eV Å⁻¹

Geometry (Å):
Os (-0.847, 0.061, -0.650)
C (-3.827, -1.338, -3.670)
C (-3.167, -1.187, -2.331)
O (-2.300, -0.291, -2.259)
C (-3.560, -2.036, -1.213)
C (-4.555, -3.012, -1.431)
C (-5.015, -3.815, -0.417)
C (-4.488, -3.654, 0.869)
C (-3.522, -2.706, 1.121)
C (-3.042, -1.896, 0.093)
O (-2.093, -1.018, 0.410)
H (-3.367, -0.643, -4.366)
H (-4.896, -1.130, -3.598)
H (-3.709, -2.356, -4.042)
H (-4.970, -3.134, -2.421)
H (-5.774, -4.559, -0.611)
H (-4.841, -4.282, 1.677)
H (-3.096, -2.575, 2.106)
S (0.006, -2.203, -1.683)
C (0.395, -3.002, -0.151)
C (0.131, -4.358, 0.046)
C (0.468, -4.970, 1.244)
C (1.061, -4.253, 2.278)
C (1.325, -2.903, 2.107)
C (1.003, -2.303, 0.898)
As (1.217, -0.450, 0.550)
C (1.434, 0.448, 2.231)
C (2.706, 0.700, 2.736)
C (2.839, 1.329, 3.967)
C (1.711, 1.698, 4.686)
C (0.443, 1.442, 4.181)
C (0.302, 0.821, 2.949)
C (2.853, -0.183, -0.398)
C (3.538, -1.274, -0.911)
C (4.716, -1.061, -1.615)
C (5.194, 0.228, -1.799)
C (4.502, 1.317, -1.280)
C (3.325, 1.114, -0.579)
H (-0.341, -4.925, -0.747)
H (0.258, -6.024, 1.376)
H (1.313, -4.742, 3.209)
H (1.774, -2.325, 2.906)
H (3.587, 0.411, 2.177)
H (3.826, 1.525, 4.365)
H (1.821, 2.187, 5.646)
H (-0.435, 1.729, 4.744)
H (-0.690, 0.620, 2.560)
H (3.157, -2.278, -0.771)
H (5.258, -1.905, -2.020)
H (6.112, 0.387, -2.349)
H (4.878, 2.321, -1.425)
H (2.780, 1.962, -0.179)
N (-2.355, 1.939, -0.604)
C (-1.610, 2.840, 0.223)
C (-2.146, 3.278, 1.426)
C (-1.402, 4.100, 2.257)
C (-0.120, 4.481, 1.887)
C (0.407, 4.038, 0.685)
C (-0.321, 3.209, -0.166)
C (0.265, 2.736, -1.450)
C (0.928, 3.632, -2.282)
C (1.528, 3.194, -3.455)
C (1.472, 1.853, -3.812)
C (0.808, 0.951, -2.997)
C (0.197, 1.373, -1.806)
H (-2.381, 2.203, -1.584)
H (-3.295, 1.785, -0.260)
H (-3.154, 2.989, 1.702)
H (-1.828, 4.445, 3.190)
H (0.469, 5.117, 2.534)
H (1.410, 4.327, 0.395)
H (0.966, 4.681, -2.012)
H (2.035, 3.906, -4.095)
H (1.948, 1.510, -4.721)
H (0.785, -0.097, -3.268)

Force components x, y, z for each atom (eV/Å):
Os -0.2 0.0 -0.2
C -0.1 0.0 0.0
C 0.1 0.0 0.0
O -0.3 -0.1 -0.2
C -0.1 0.0 -0.2
C 0.0 0.0 0.0
C 0.0 0.0 0.0
C 0.0 0.0 0.0
C -0.1 -0.2 0.1
C 0.4 0.2 0.0
O -0.4 0.0 0.4
H 0.0 0.0 0.0
H 0.0 0.0 0.0
H 0.0 0.0 0.0
H 0.0 0.0 0.0
H 0.0 0.0 0.0
H 0.0 0.0 0.0
H 0.0 0.0 0.0
S 0.0 -0.1 0.1
C 0.0 -0.1 0.0
C 0.0 0.0 0.0
C 0.0 0.0 0.0
C 0.0 0.0 0.0
C 0.0 -0.1 -0.1
C 0.0 0.0 -0.1
As 0.4 0.1 0.4
C 0.0 0.0 0.0
C 0.0 0.0 0.1
C 0.0 0.0 0.0
C 0.0 0.0 0.0
C 0.0 0.0 0.0
C 0.0 0.0 0.0
C 0.0 0.1 0.0
C 0.1 0.0 -0.1
C 0.0 0.0 0.0
C 0.0 0.0 0.0
C 0.0 0.0 0.0
C 0.1 0.0 0.0
H 0.0 0.0 0.0
H 0.0 0.0 0.0
H 0.0 0.0 0.0
H 0.0 0.0 0.0
H 0.0 0.0 0.0
H 0.0 0.0 0.0
H 0.0 0.0 0.0
H 0.0 0.0 0.0
H 0.0 0.0 0.0
H 0.0 0.0 0.0
H 0.0 0.0 0.0
H 0.0 0.0 0.0
H 0.0 0.0 0.0
H 0.0 0.0 0.0
N 0.1 -0.1 -0.1
C -0.1 -0.1 0.0
C 0.0 0.0 0.0
C 0.0 0.0 0.0
C 0.0 0.0 0.0
C 0.0 0.0 0.0
C 0.1 0.0 -0.1
C 0.0 0.0 0.0
C 0.0 0.0 0.0
C 0.0 0.0 0.0
C 0.0 0.0 0.0
C 0.0 0.2 0.1
C 0.1 0.0 -0.2
H 0.0 0.1 0.0
H 0.0 0.0 0.0
H 0.0 0.0 0.0
H 0.0 0.0 0.0
H 0.0 0.0 0.0
H 0.0 0.0 0.0
H 0.0 0.0 0.0
H 0.0 0.0 0.0
H 0.0 0.0 0.0
H 0.0 0.0 0.0



Below is a structure of composition C15H39InN13O10S, with properties calculated with ωB97M-V/def2-TZVPD.

* net charge: -1
* total energy: -2647.761563 Eh
* F_max: 5.35 eV Å⁻¹

Geometry (Å):
C (-3.107, -0.250, 0.291)
C (-2.507, -1.435, 0.977)
N (-3.175, -2.373, 1.539)
C (-1.006, -1.475, 0.985)
In (0.071, -0.585, -0.730)
S (-1.346, 1.021, -1.998)
C (1.908, 0.430, 0.082)
C (2.530, 1.546, -0.674)
O (2.138, 2.059, -1.693)
C (0.868, -2.266, -1.978)
C (1.493, -1.846, -3.237)
O (1.278, -0.908, -3.933)
O (2.554, -2.725, -3.696)
C (3.794, -2.205, -3.685)
C (4.170, -1.338, -2.514)
O (4.569, -2.458, -4.562)
H (-4.188, -0.163, 0.394)
H (-2.677, 0.656, 0.720)
H (-2.893, -0.283, -0.778)
H (-4.173, -2.182, 1.431)
H (-0.714, -2.525, 1.020)
H (-0.643, -1.024, 1.913)
H (-0.587, 1.227, -3.081)
H (1.613, 0.845, 1.054)
H (2.683, -0.322, 0.260)
H (3.477, 1.951, -0.237)
H (1.620, -2.803, -1.398)
H (0.094, -3.005, -2.212)
H (5.211, -1.553, -2.282)
H (3.550, -1.504, -1.636)
H (4.098, -0.293, -2.821)
C (-6.099, 1.653, -1.597)
O (-5.489, 1.632, -0.546)
N (-5.608, 2.264, -2.714)
N (-7.323, 1.041, -1.743)
H (-6.083, 2.258, -3.595)
H (-4.680, 2.658, -2.669)
H (-7.695, 0.570, -0.941)
H (-7.834, 1.026, -2.605)
C (-2.565, 3.278, 2.271)
O (-2.135, 2.156, 2.119)
N (-2.330, 4.012, 3.413)
N (-3.290, 3.914, 1.301)
H (-2.662, 4.948, 3.545)
H (-1.798, 3.572, 4.147)
H (-3.473, 3.392, 0.460)
H (-3.659, 4.839, 1.399)
C (-3.460, 3.812, -4.584)
O (-4.270, 3.361, -3.792)
N (-2.129, 3.533, -4.575)
N (-3.853, 4.671, -5.589)
H (-1.503, 3.935, -5.247)
H (-1.735, 2.913, -3.888)
H (-4.827, 4.904, -5.635)
H (-3.222, 5.059, -6.263)
C (1.285, 3.649, 4.312)
O (0.604, 3.551, 5.324)
N (2.558, 3.156, 4.240)
N (0.814, 4.251, 3.188)
H (3.118, 3.197, 3.410)
H (2.912, 2.683, 5.050)
H (-0.133, 4.585, 3.237)
H (1.332, 4.350, 2.336)
C (1.911, -3.566, 2.296)
O (1.959, -2.944, 1.251)
N (0.778, -4.168, 2.752)
N (3.021, -3.705, 3.096)
H (0.731, -4.665, 3.620)
H (-0.066, -4.030, 2.221)
H (3.857, -3.246, 2.785)
H (3.038, -4.217, 3.958)
C (5.911, -6.224, 2.515)
O (5.336, -6.607, 3.520)
N (7.213, -6.564, 2.252)
N (5.316, -5.427, 1.584)
H (7.707, -6.264, 1.433)
H (7.677, -7.149, 2.920)
H (4.360, -5.163, 1.746)
H (5.781, -5.097, 0.759)

Force components x, y, z for each atom (eV/Å):
C -0.5 -0.1 0.3
C 0.0 0.0 0.2
N 0.1 0.0 -0.2
C -0.2 -0.3 -0.3
In 0.5 0.0 0.3
S -0.2 0.3 -0.4
C -0.5 0.0 -0.4
C 0.1 0.0 0.0
O -0.1 0.0 -0.1
C 0.1 -0.1 -0.1
C 0.1 -0.3 0.3
O -0.2 0.4 -0.3
O -0.1 0.0 0.2
C -0.1 0.1 -0.1
C 0.1 0.1 0.0
O 0.4 -0.3 -0.3
H 0.0 -0.2 0.1
H 0.1 0.0 -0.2
H 0.0 0.0 0.1
H 0.0 0.0 0.0
H 0.1 0.0 0.0
H 0.0 0.2 -0.1
H 0.4 -0.2 0.0
H 0.1 -0.1 0.1
H 0.0 0.0 0.3
H 0.1 0.0 0.1
H -0.1 -0.1 0.1
H -0.2 0.2 0.0
H 0.0 0.1 0.0
H -0.1 0.0 0.0
H -0.1 0.0 0.1
C 0.0 0.1 -1.5
O 0.0 0.1 0.7
N -2.6 -2.3 3.3
N -0.3 -0.1 0.3
H 0.1 0.0 0.1
H -0.7 -0.9 0.9
H 0.0 0.0 0.0
H 0.1 0.0 0.0
C -0.1 0.3 -0.4
O 0.2 -0.1 0.4
N 0.2 0.1 0.2
N 0.1 0.0 0.0
H -0.1 -0.1 0.0
H -0.1 0.0 0.0
H -0.1 -0.1 0.0
H 0.0 0.0 0.0
C 1.1 0.5 -0.9
O 2.9 3.0 -3.4
N -0.2 0.1 0.0
N -0.1 -0.2 0.2
H 0.0 0.0 0.0
H -0.2 -0.2 0.3
H 0.0 0.0 0.0
H 0.0 0.0 0.0
C -0.1 -0.1 -0.1
O 0.0 0.0 0.1
N 0.1 0.1 0.1
N 0.1 0.3 0.1
H -0.1 -0.1 0.0
H 0.0 0.0 0.0
H 0.0 -0.1 -0.2
H 0.0 -0.1 0.0
C -0.1 0.1 0.1
O 0.2 0.0 -0.1
N 0.0 -0.1 -0.1
N 0.1 -0.1 0.0
H 0.0 0.1 0.0
H 0.0 0.1 0.1
H 0.0 0.1 0.1
H 0.0 0.0 0.0
C 0.0 0.1 0.0
O 0.0 0.0 0.1
N 0.1 0.0 0.0
N 0.0 0.0 0.0
H 0.0 0.0 0.0
H 0.0 0.0 0.0
H 0.0 0.0 0.0
H 0.0 0.0 0.0



Below is the molecule C2H4I2S, with properties calculated with ωB97M-V/def2-TZVPD.

* structure (SMILES): SCC(I)I
* total energy: -1072.123475 Eh
* relative energy (zero: lowest compared OMol25 entry of this formula, charge and spin): 62.9 kJ/mol
* F_max: 8.73 eV Å⁻¹

Geometry (Å):
S (-1.845, -0.443, -0.452)
C (-0.583, 0.583, 0.475)
C (0.876, 0.089, -0.263)
I (2.330, 1.745, -0.334)
I (1.532, -1.899, 0.211)
H (-1.378, -1.706, -0.238)
H (-0.494, 0.086, 1.502)
H (-0.947, 1.515, 0.449)
H (0.510, 0.030, -1.349)

Force components x, y, z for each atom (eV/Å):
S 0.0 0.3 0.3
C 3.1 -8.1 0.5
C -2.7 2.2 -1.6
I -0.5 -0.9 0.3
I -0.1 0.9 0.2
H 0.0 0.7 0.2
H -0.4 1.4 -1.1
H -0.5 3.7 -0.2
H 1.1 -0.1 1.6